<A>
The following is a quantum chemistry calculation of 2 unconnected molecules or ions with the total composition C5H15NO, from the Open Molecules 2025 dataset.

Results
- orbital gap (spin up / spin down) (hartree) = 0.100 / 0.331
- LUMO (spin up / spin down) (eV) = 3.70 / 3.61
- net charge = -1
- spin multiplicity = 2
- HOMO (spin up / spin down) (eV) = 0.9800 / -5.4086

Geometry (Å):
1 C 2.872 0.368 -0.033
2 C 1.787 -0.691 -0.183
3 N 0.513 -0.178 -0.633
4 C -1.060 -0.493 1.258
5 C -0.657 -0.947 -0.147
6 C -1.855 -0.885 -1.095
7 H 3.526 0.143 0.810
8 H 3.417 0.541 -0.960
9 H 2.426 1.327 0.249
10 H 1.668 -1.097 0.836
11 H 2.158 -1.531 -0.794
12 H 0.420 0.749 -0.223
13 H -1.705 -1.279 1.683
14 H -1.671 0.406 1.347
15 H -0.202 -0.457 1.941
16 H -0.224 -1.954 -0.044
17 H -2.478 -1.751 -0.816
18 H -1.511 -1.137 -2.099
19 H -2.353 0.071 -1.011
20 H -1.470 3.106 0.709
21 H -2.231 2.952 -0.605
22 O -1.371 2.738 -0.192



<B>
The following is a quantum chemistry calculation of 2 unconnected molecules or ions with the total composition C5H15NO, from the Open Molecules 2025 dataset.

Results
- orbital gap (spin up / spin down) (hartree) = 0.094 / 0.345
- LUMO (spin up / spin down) (eV) = 3.81 / 3.66
- net charge = -1
- spin multiplicity = 2
- HOMO (spin up / spin down) (eV) = 1.2572 / -5.7337

Geometry (Å):
1 C 1.683 0.215 -1.124
2 C 0.344 -0.323 -0.725
3 C -0.464 1.033 -0.390
4 C -1.813 0.563 0.304
5 C 0.288 2.004 0.478
6 N 0.564 -1.079 0.554
7 H 1.507 0.958 -1.899
8 H 2.313 -0.672 -1.324
9 H 2.245 0.681 -0.287
10 H -0.161 -0.979 -1.465
11 H -0.466 1.588 -1.294
12 H -2.354 0.018 -0.439
13 H -1.542 0.044 1.330
14 H -2.476 1.358 0.544
15 H 1.228 2.236 0.016
16 H 0.553 1.760 1.495
17 H -0.230 2.963 0.356
18 H 0.964 -0.377 1.255
19 H 1.285 -1.913 0.516
20 H -1.635 -3.895 0.377
21 H -0.821 -2.640 0.721
22 O -1.013 -3.542 1.001



Which is the most stable structure? <A> is the most stable.



<A>
The following is a quantum chemistry calculation of C5H6ClN in the gas phase, from the Open Molecules 2025 dataset.

Results
- orbital gap (hartree) = 0.374
- LUMO (eV) = 0.84
- net charge = 0
- spin multiplicity = 1
- HOMO (eV) = -9.3471
- structure (SMILES) = Cl[C@@H]1C=C[C@H]2N[C@@H]12

Geometry (Å):
1 Cl -2.241 -0.162 -0.221
2 C -0.520 -0.194 0.619
3 C 0.118 1.350 0.361
4 C 1.293 1.226 -0.171
5 C 1.785 -0.021 -0.584
6 N 1.825 -0.940 0.567
7 C 0.605 -0.907 -0.208
8 H -0.801 -0.364 1.575
9 H -0.598 2.213 0.677
10 H 1.911 2.057 -0.429
11 H 2.445 -0.007 -1.512
12 H 2.528 -1.735 0.258
13 H 0.145 -1.546 -0.879



<B>
The following is a quantum chemistry calculation of C5H6ClN in the gas phase, from the Open Molecules 2025 dataset.

Results
- orbital gap (hartree) = 0.384
- LUMO (eV) = 0.93
- net charge = 0
- spin multiplicity = 1
- HOMO (eV) = -9.5069
- structure (SMILES) = Cl[C@H]1C=C[C@@H]2N[C@@H]21

Geometry (Å):
1 Cl 2.681 -0.308 -0.296
2 C 1.062 -0.139 0.478
3 C 0.500 1.222 0.313
4 C -0.622 1.167 -0.426
5 C -1.039 -0.248 -0.717
6 N -1.252 -1.188 0.393
7 C 0.095 -1.082 -0.232
8 H 1.223 -0.391 1.526
9 H 0.941 2.157 0.649
10 H -1.198 2.021 -0.652
11 H -1.609 -0.513 -1.597
12 H -1.246 -0.679 1.283
13 H 0.463 -2.019 -0.723



Which is the most stable structure? <B> is the most stable.



<A>
The following is a quantum chemistry calculation of 4 unconnected molecules or ions with the total composition C4H15NO3, from the Open Molecules 2025 dataset.

Results
- orbital gap (spin up / spin down) (hartree) = 0.400 / 0.208
- LUMO (spin up / spin down) (eV) = -3.46 / -8.65
- net charge = +1
- spin multiplicity = 2
- HOMO (spin up / spin down) (eV) = -14.3361 / -14.3260

Geometry (Å):
1 C -0.427 0.944 1.584
2 N -1.553 0.139 1.026
3 C -1.627 0.343 -0.415
4 C -0.403 -1.200 -2.011
5 C -1.307 -0.992 -1.035
6 H -0.188 1.792 0.970
7 H 0.428 0.395 1.749
8 H -0.811 1.397 2.468
9 H -2.364 0.233 1.613
10 H -2.657 0.593 -0.767
11 H -0.893 1.111 -0.732
12 H -0.346 -2.136 -2.485
13 H 0.238 -0.428 -2.454
14 H -1.811 -1.772 -0.716
15 H 0.139 -1.472 1.275
16 H -0.011 -2.398 0.022
17 O 0.596 -2.160 0.789
18 H 1.474 -0.755 -0.037
19 H 2.862 0.008 0.087
20 O 2.030 -0.134 -0.422
21 H 2.657 2.622 -0.544
22 H 1.962 1.444 -0.039
23 O 2.011 2.428 0.076



<B>
The following is a quantum chemistry calculation of 3 unconnected molecules or ions with the total composition C4H15NO3, from the Open Molecules 2025 dataset.

Results
- orbital gap (spin up / spin down) (hartree) = 0.402 / 0.227
- LUMO (spin up / spin down) (eV) = -3.16 / -7.92
- net charge = +1
- spin multiplicity = 2
- HOMO (spin up / spin down) (eV) = -14.0947 / -14.0947

Geometry (Å):
1 C -1.201 -0.771 1.705
2 N -0.001 -0.047 1.356
3 C -1.112 1.100 -0.605
4 C -0.043 1.075 0.506
5 C 1.439 1.141 -0.054
6 O 2.301 1.262 1.060
7 H -1.146 -1.051 2.746
8 H -1.213 -1.691 1.100
9 H -2.111 -0.226 1.483
10 H 0.703 0.105 2.099
11 H -1.733 0.209 -0.648
12 H -0.569 1.176 -1.541
13 H -1.680 2.022 -0.479
14 H -0.121 2.036 1.030
15 H 1.753 0.239 -0.552
16 H 1.495 2.031 -0.688
17 H 2.443 2.185 1.298
18 H 1.315 -1.852 0.829
19 H 2.691 -2.224 0.351
20 O 1.757 -2.428 0.194
21 H -1.878 -0.746 -3.381
22 H -1.125 -1.888 -4.108
23 O -1.965 -1.656 -3.701



<C>
The following is a quantum chemistry calculation of 4 unconnected molecules or ions with the total composition C4H15NO3, from the Open Molecules 2025 dataset.

Results
- orbital gap (spin up / spin down) (hartree) = 0.336 / 0.250
- LUMO (spin up / spin down) (eV) = -5.81 / -7.76
- net charge = +1
- spin multiplicity = 2
- HOMO (spin up / spin down) (eV) = -14.9622 / -14.5499

Geometry (Å):
1 C 2.761 0.112 -0.813
2 C 2.268 -0.397 0.538
3 N 0.943 -0.987 0.404
4 C -0.244 -0.191 0.671
5 C -1.032 -0.761 1.875
6 H 2.973 1.168 -0.830
7 H 3.479 -0.500 -1.336
8 H 2.808 -1.281 0.937
9 H 0.839 -1.478 -0.488
10 H 0.019 0.854 0.892
11 H -0.806 -0.123 -0.252
12 H -0.538 -0.370 2.771
13 H -2.045 -0.413 1.805
14 H -0.910 -1.844 1.829
15 H -0.139 1.262 -2.029
16 H 1.219 0.569 -1.731
17 O 0.538 0.706 -2.410
18 H -3.265 -0.954 -0.646
19 H -2.988 0.607 -0.411
20 O -3.439 -0.236 -0.019
21 H 2.231 0.287 1.396
22 H -2.480 2.228 -1.472
23 O -2.192 1.743 -0.680



Which is the most stable structure? <B> is the most stable.



<A>
The following is a quantum chemistry calculation of C3H5BrS in the gas phase, from the Open Molecules 2025 dataset.

Results
- orbital gap (spin up / spin down) (hartree) = 0.283 / 0.283
- LUMO (spin up / spin down) (eV) = -0.86 / -0.86
- net charge = 0
- spin multiplicity = 1
- HOMO (spin up / spin down) (eV) = -8.5615 / -8.5615

Geometry (Å):
1 C 0.510 1.831 -0.496
2 C 0.090 -2.058 0.196
3 C 0.374 0.663 0.112
4 S -0.456 -0.747 -0.636
5 Br -2.690 0.169 0.196
6 H 0.149 1.998 -1.494
7 H 0.984 2.660 -0.002
8 H 0.553 -1.973 1.159
9 H -0.228 -3.018 -0.156
10 H 0.713 0.475 1.120



<B>
The following is a quantum chemistry calculation of 2 unconnected molecules or ions with the total composition C3H5BrS, from the Open Molecules 2025 dataset.

Results
- orbital gap (spin up / spin down) (hartree) = 0.299 / 0.299
- LUMO (spin up / spin down) (eV) = -1.32 / -1.32
- net charge = 0
- spin multiplicity = 1
- HOMO (spin up / spin down) (eV) = -9.4608 / -9.4605
- structure (SMILES) = S=CBr.C=C

Geometry (Å):
1 S 0.271 -3.134 -0.115
2 C -0.385 -1.631 -0.459
3 Br -2.491 -1.438 0.226
4 H -0.157 -0.838 -1.002
5 C 0.694 0.993 0.826
6 C 0.065 1.267 -0.340
7 H 0.529 0.281 1.563
8 H 1.710 1.439 0.683
9 H -1.031 1.269 -0.571
10 H 0.795 1.793 -0.811



<C>
The following is a quantum chemistry calculation of C3H5BrS in the gas phase, from the Open Molecules 2025 dataset.

Results
- orbital gap (hartree) = 0.364
- LUMO (eV) = 0.74
- net charge = 0
- spin multiplicity = 1
- HOMO (eV) = -9.1715
- structure (SMILES) = C=C(Br)CS

Geometry (Å):
1 C 1.803 -0.795 -0.223
2 C 0.694 -0.915 0.475
3 Br 0.652 -1.143 2.356
4 C -0.827 -0.783 -0.185
5 S -1.392 0.847 -0.499
6 H 2.822 -1.117 0.250
7 H 1.668 -0.648 -1.343
8 H -0.922 -1.260 -1.091
9 H -1.450 -1.261 0.462
10 H -0.740 1.370 -1.639



Which is the most stable structure? <C> is the most stable.